12
Properties=species:S:1:pos:R:3:nbo_charge:R:1 method="wB97M-V/def2-TZVPD" total_charge=0 de_lowest_kj_mol=536.8 homo_lumo_gap_ev=8.765 lumo_energy_ev=-0.596
C -1.74 0.28 -0.13 -0.378
C -1.07 -0.92 0.06 -0.070
C 1.51 -0.18 -0.07 0.571
C 1.01 1.07 0.30 0.313
H -2.68 0.40 0.12 0.189
H -1.16 0.89 -1.23 0.255
H -1.47 -1.61 1.10 0.198
H 0.66 -1.94 -0.42 0.377
H 1.65 1.69 1.13 0.157
N 0.34 -1.10 -0.35 -0.634
O 2.69 -0.40 -0.17 -0.506
O 0.25 1.82 -0.35 -0.471

---

92
Properties=species:S:1:pos:R:3:lowdin_charge:R:1 method="wB97M-V/def2-TZVPD" s2=8.76 total_charge=0 homo_lumo_gap_ev="6.844 / 6.880" lumo_energy_ev="-0.326 / -0.313" multiplicity=6
Sm -0.44 0.26 -1.04 1.162
S -1.59 1.10 -3.48 0.458
C -2.29 -0.53 -3.95 -0.659
C -2.20 -0.99 -5.25 -0.128
C -2.66 -2.25 -5.65 -0.089
C -3.14 -3.12 -4.72 -0.108
C -3.31 -2.73 -3.41 -0.098
C -2.91 -1.44 -3.05 -0.552
S -3.14 -0.80 -1.44 0.942
C -2.84 -2.17 -0.28 -0.345
C -2.85 -1.41 1.02 -0.346
C -3.72 -1.70 2.07 -0.017
C -3.83 -0.78 3.07 -0.053
C -3.20 0.47 3.01 -0.008
C -2.40 0.69 1.92 -0.377
C -1.81 2.04 1.64 -0.363
S -2.15 2.45 -0.12 0.889
C -1.19 3.93 -0.31 -0.544
C -1.82 5.12 0.06 -0.126
C -1.20 6.35 -0.02 -0.092
C 0.11 6.32 -0.50 -0.109
C 0.75 5.18 -0.86 -0.145
C 0.13 3.92 -0.74 -0.705
S 1.15 2.54 -0.97 0.564
N -2.16 -0.24 1.00 -0.017
H -1.74 -0.32 -5.98 0.103
H -2.57 -2.60 -6.67 0.112
H -3.44 -4.13 -4.98 0.106
H -3.77 -3.37 -2.68 0.102
H -1.91 -2.72 -0.40 0.079
H -3.69 -2.86 -0.27 0.083
H -4.24 -2.66 2.07 0.130
H -4.49 -0.98 3.93 0.127
H -3.38 1.28 3.73 0.137
H -0.74 2.03 1.74 0.000
H -2.24 2.82 2.27 0.098
H -2.85 5.04 0.43 0.106
H -1.62 7.28 0.35 0.103
H 0.64 7.28 -0.59 0.110
H 1.78 5.29 -1.15 0.102
O 1.94 -0.31 -0.66 -0.501
S 1.79 -1.76 -0.39 0.413
O 2.45 -2.62 -1.29 -0.252
O 0.36 -2.06 -0.25 -0.423
C 2.50 -1.99 1.18 -0.270
C 3.32 -3.13 1.25 -0.037
C 4.04 -3.39 2.40 -0.064
C 3.92 -2.51 3.45 -0.073
C 3.06 -1.42 3.42 -0.072
C 2.30 -1.12 2.25 -0.317
P 1.07 0.26 2.29 1.121
C 2.08 1.74 2.75 -0.339
C 1.40 2.97 2.92 -0.117
C 2.06 4.19 2.88 -0.071
C 3.44 4.23 2.66 -0.078
C 4.11 3.04 2.49 -0.075
C 3.45 1.83 2.58 -0.082
C 0.11 -0.25 3.77 -0.370
C -0.12 0.53 4.91 -0.070
C -0.93 0.02 5.94 -0.075
C -1.50 -1.27 5.84 -0.092
C -1.24 -2.02 4.72 -0.095
C -0.47 -1.51 3.67 -0.107
H 3.35 -3.66 0.33 0.099
H 4.71 -4.24 2.46 0.108
H 4.47 -2.74 4.39 0.117
H 2.93 -0.75 4.26 0.111
H 0.34 2.97 3.12 0.082
H 1.50 5.08 3.14 0.108
H 3.95 5.19 2.63 0.107
H 5.15 3.02 2.25 0.096
H 4.04 0.96 2.40 0.095
H 0.35 1.50 5.08 0.098
H -1.13 0.64 6.81 0.099
H -2.03 -1.66 6.73 0.113
H -1.64 -3.00 4.70 0.098
H -0.30 -2.09 2.76 0.118
N 1.89 -1.86 -7.72 0.077
C 1.63 -2.75 -6.75 -0.826
S 1.64 -4.36 -7.11 0.675
C 1.30 -2.17 -5.42 -0.200
C 0.54 -2.92 -4.52 -0.013
C 0.25 -2.33 -3.33 -0.141
N 0.55 -1.07 -3.01 -0.077
C 1.28 -0.38 -3.85 -0.167
C 1.71 -0.87 -5.06 0.015
H 2.01 -2.19 -8.65 0.085
H 1.57 -0.91 -7.62 0.096
H 0.24 -3.93 -4.84 0.098
H -0.28 -2.92 -2.58 0.122
H 1.56 0.62 -3.52 0.103
H 2.31 -0.21 -5.70 0.125

---

15
Properties=species:S:1:pos:R:3:nbo_charge:R:1 method="wB97M-V/def2-TZVPD" total_charge=0 de_lowest_kj_mol=204.3 homo_lumo_gap_ev=8.777 lumo_energy_ev=0.798
N 1.56 0.50 -1.89 -0.679
N 0.38 1.17 -1.98 -0.231
C -0.43 1.01 -0.95 -0.025
C -0.21 0.22 0.33 -0.293
Cl -0.70 1.12 1.74 -0.007
C -0.06 -1.14 0.25 0.362
N -0.14 -1.86 1.39 -0.813
N 0.14 -1.86 -0.94 -0.827
H 1.83 0.10 -0.90 0.347
H 2.36 1.10 -2.24 0.372
H -1.41 1.57 -1.19 0.198
H -0.28 -1.40 2.27 0.402
H 0.47 -2.74 1.55 0.399
H 0.17 -1.31 -1.78 0.405
H -0.63 -2.57 -1.15 0.389